This record from the OMol25 dataset describes a molecular structure, C32H23AsCoN6O7S2. The level of theory is wB97M-V/def2-TZVPD.

```
72
Properties=species:S:1:pos:R:3:mulliken_spin:R:1
Co -0.068 1.612 0.315 1.0009
N -3.069 1.353 4.170 -0.0012
C -2.536 0.792 3.018 0.0059
S -1.978 -0.811 3.130 -0.0009
N -2.662 1.562 1.967 0.0055
N -2.069 1.396 0.806 0.0023
C -2.755 1.631 -0.263 -0.0010
C -2.052 1.681 -1.510 0.0164
C -2.659 2.056 -2.711 0.0004
C -1.914 2.112 -3.863 -0.0011
C -0.563 1.786 -3.802 0.0011
C -0.024 1.433 -2.583 0.0069
N -0.733 1.372 -1.456 -0.0108
H -2.705 0.934 5.008 0.0001
H -3.091 2.364 4.165 0.0003
H -3.821 1.829 -0.195 0.0039
H -3.708 2.326 -2.698 0.0001
H -2.359 2.411 -4.805 -0.0003
H 0.059 1.803 -4.685 0.0000
H 1.020 1.163 -2.492 -0.0029
O -0.702 5.651 0.553 0.0014
C -0.154 4.556 0.694 0.0002
O -0.321 3.555 -0.080 0.0191
C 0.846 4.391 1.827 -0.0016
C 1.481 5.514 2.267 -0.0029
C 2.482 5.448 3.249 -0.0020
C 2.817 4.225 3.798 0.0002
C 2.170 3.075 3.402 -0.0039
C 1.143 3.090 2.381 0.0062
O 0.553 2.038 2.022 -0.0003
N 2.624 1.841 4.016 0.0001
O 3.676 1.885 4.663 -0.0004
O 1.972 0.831 3.900 -0.0007
N 3.164 6.627 3.676 -0.0002
O 4.051 6.530 4.519 -0.0007
O 2.844 7.703 3.188 -0.0006
H 1.198 6.467 1.842 0.0007
H 3.585 4.162 4.553 0.0000
S 2.016 0.550 -0.118 -0.0599
C 2.319 -1.179 -0.130 0.0158
C 3.679 -1.527 0.011 0.0006
C 4.112 -2.835 -0.025 0.0001
C 3.195 -3.861 -0.214 -0.0018
C 1.854 -3.543 -0.335 0.0027
C 1.387 -2.224 -0.293 -0.0127
As -0.522 -1.821 -0.431 0.0096
C -1.181 -3.659 -0.053 0.0026
C -1.188 -4.060 1.284 0.0002
C -1.575 -5.341 1.645 -0.0001
C -1.962 -6.254 0.674 0.0001
C -1.966 -5.868 -0.658 -0.0001
C -1.584 -4.581 -1.017 0.0004
C -0.675 -1.965 -2.391 0.0020
C 0.404 -2.080 -3.260 -0.0005
C 0.205 -2.118 -4.636 0.0004
C -1.075 -2.027 -5.161 -0.0001
C -2.162 -1.917 -4.303 0.0008
C -1.961 -1.890 -2.932 0.0000
H 4.386 -0.722 0.166 0.0000
H 5.166 -3.060 0.097 0.0001
H 3.517 -4.895 -0.262 0.0000
H 1.149 -4.348 -0.485 0.0000
H -0.879 -3.349 2.043 -0.0004
H -1.575 -5.628 2.690 -0.0001
H -2.251 -7.261 0.951 0.0000
H -2.262 -6.574 -1.427 -0.0001
H -1.577 -4.306 -2.062 0.0002
H 1.409 -2.142 -2.857 0.0005
H 1.056 -2.216 -5.300 0.0000
H -1.228 -2.039 -6.234 0.0000
H -3.166 -1.844 -4.705 0.0001
H -2.807 -1.809 -2.255 -0.0007
```

Summary:
E ... -6503.3186 a.u.
Charge ... -2
2S+1 ... 2

This record from the OMol25 dataset describes C2H3F2IO in the gas phase. The level of theory is wB97M-V/def2-TZVPD.

```
9
Properties=species:S:1:pos:R:3:nbo_charge:R:1
O 0.092 -1.622 0.181 -0.7133
C -0.433 -0.491 -0.517 -0.0683
I -2.359 0.171 0.210 0.0529
C 0.566 0.896 -0.022 0.5418
F 1.822 0.575 -0.369 -0.3240
F 0.358 0.834 1.351 -0.3641
H 0.116 -1.517 1.153 0.4930
H -0.420 -0.724 -1.647 0.2297
H 0.258 1.878 -0.341 0.1523
```

Summary:
Structure (SMILES) ... O[C@@H](I)C(F)F
E ... -650.6316 a.u.

This record from the OMol25 dataset describes 5 unconnected molecules or ions with the total composition C30H75N5O10. The level of theory is wB97M-V/def2-TZVPD.

```
120
Properties=species:S:1:pos:R:3:mulliken_charge:R:1
C -3.946 -3.635 -3.427 -0.8083
O -4.025 -3.127 -2.070 -0.3497
C -3.343 -1.852 -1.970 -0.3878
C -3.290 -1.460 -0.455 -0.7635
N -2.222 -0.543 0.013 -0.3473
C -2.353 0.677 -0.773 -0.2411
C -1.513 1.829 -0.334 -0.8530
O -0.121 1.716 -0.607 -0.3322
C 0.569 1.196 0.533 -0.5940
H -4.194 -4.695 -3.484 0.3179
H -2.860 -3.695 -3.497 0.3383
H -4.352 -3.142 -4.310 0.2840
H -3.956 -1.152 -2.538 0.3049
H -2.340 -2.027 -2.358 0.4084
H -3.318 -2.296 0.244 0.4216
H -4.214 -0.895 -0.332 0.3149
H -1.395 -1.040 -0.285 0.2121
H -3.324 1.153 -0.634 0.3090
H -2.080 0.579 -1.824 0.2356
H -1.757 2.267 0.634 0.4611
H -1.904 2.522 -1.079 0.3567
H 0.314 1.706 1.462 0.3033
H 1.632 1.416 0.429 0.2798
H 0.463 0.122 0.685 0.1299
C 14.128 5.822 4.747 -0.7455
O 12.695 5.807 4.963 -0.2961
C 11.858 6.073 3.821 -0.6006
C 10.295 6.041 4.238 -0.4309
N 10.031 6.439 5.604 -0.4275
C 8.713 5.957 5.810 -0.4575
C 8.921 4.557 6.562 -0.7936
O 8.907 3.374 5.714 -0.3276
C 8.273 2.242 6.327 -0.8783
H 14.609 4.897 4.428 0.2613
H 14.636 6.067 5.680 0.2476
H 14.310 6.677 4.096 0.3150
H 11.977 5.373 2.994 0.3629
H 12.040 7.048 3.371 0.3981
H 10.153 4.965 4.131 0.2253
H 9.640 6.471 3.481 0.3443
H 10.600 5.889 6.231 0.2604
H 8.039 5.834 4.962 0.3020
H 8.175 6.761 6.314 0.3831
H 8.242 4.355 7.390 0.4912
H 9.851 4.514 7.130 0.3892
H 7.195 2.398 6.346 0.3451
H 8.434 2.039 7.386 0.3633
H 8.722 1.368 5.856 0.2687
C -8.191 -9.625 -10.811 -0.7847
O -6.971 -8.904 -10.957 -0.3606
C -6.985 -8.116 -12.143 -0.6191
C -7.165 -8.804 -13.538 -0.7355
N -6.396 -10.002 -13.871 -0.4184
C -4.945 -9.859 -13.597 -0.5444
C -4.203 -11.193 -13.400 -0.6845
O -4.927 -12.020 -12.396 -0.4121
C -4.958 -11.569 -11.017 -0.5764
H -8.452 -10.403 -11.529 0.2812
H -8.936 -8.835 -10.718 0.3768
H -8.106 -10.208 -9.894 0.2594
H -6.074 -7.525 -12.245 0.3530
H -7.744 -7.367 -11.917 0.4648
H -6.823 -8.213 -14.388 0.4142
H -8.237 -8.997 -13.573 0.3531
H -6.596 -10.720 -13.190 0.3765
H -4.792 -9.433 -12.606 0.2709
H -4.449 -9.114 -14.218 0.4876
H -3.114 -11.141 -13.383 0.3844
H -4.212 -11.697 -14.367 0.3180
H -4.078 -11.020 -10.680 0.3272
H -5.047 -12.434 -10.360 0.3331
H -5.686 -10.817 -10.713 0.1357
C 1.281 -7.095 6.946 -0.3584
O -0.119 -7.148 7.318 -0.4181
C -0.921 -6.070 6.930 -0.7788
C -1.147 -5.592 5.526 -0.2855
N -0.660 -4.293 5.232 -0.3629
C 0.790 -4.208 5.051 -0.6759
C 1.528 -4.997 3.906 -0.4572
O 1.061 -4.417 2.668 -0.3236
C 2.050 -3.949 1.782 -0.6545
H 1.367 -7.029 5.861 0.0264
H 1.892 -7.905 7.345 0.2833
H 1.573 -6.164 7.431 0.2549
H -0.607 -5.267 7.596 0.4424
H -1.837 -6.347 7.451 0.3561
H -2.230 -5.566 5.405 0.4096
H -0.586 -6.344 4.972 0.2137
H -1.049 -4.021 4.340 0.2816
H 1.293 -4.485 5.977 0.2695
H 1.070 -3.156 5.088 0.3590
H 1.381 -6.077 3.875 0.2237
H 2.613 -5.068 3.980 0.4538
H 2.365 -4.734 1.095 0.2775
H 2.873 -3.422 2.264 0.3470
H 1.463 -3.212 1.234 0.1159
C -0.377 11.424 5.660 -0.7636
O -0.286 10.899 4.294 -0.3231
C -0.690 9.582 4.097 -0.6938
C -2.224 9.520 4.063 -0.4705
N -2.790 10.080 2.825 -0.4209
C -4.128 10.409 3.177 -0.4557
C -4.806 11.077 1.904 -0.7696
O -4.114 12.181 1.291 -0.3486
C -4.258 12.113 -0.136 -0.6747
H -1.283 11.190 6.219 0.2996
H -0.249 12.506 5.658 0.2662
H 0.311 10.895 6.320 0.3197
H -0.330 8.907 4.873 0.3833
H -0.312 9.208 3.145 0.3487
H -2.555 9.978 4.995 0.2883
H -2.694 8.538 4.134 0.3763
H -2.166 10.840 2.593 0.2987
H -4.018 11.146 3.972 0.3581
H -4.478 9.428 3.502 0.2944
H -5.699 11.485 2.378 0.3546
H -5.235 10.374 1.190 0.4901
H -5.245 12.365 -0.525 0.2666
H -4.078 11.061 -0.357 0.3435
H -3.568 12.788 -0.643 0.2321
```

Summary:
Structure (SMILES) ... COCCNCCOC.COCCNCCOC.COCCNCCOC.COCCNCCOC.COCCNCCOC
E ... -2213.6834 a.u.

This record from the OMol25 dataset describes a molecular structure, C22H53ClHgN15O6. The level of theory is wB97M-V/def2-TZVPD.

```
98
Properties=species:S:1:pos:R:3:mulliken_spin:R:1
Hg -0.051 0.664 -0.048 -0.0063
C -0.542 -4.139 1.508 0.0000
N -0.399 -3.466 2.787 0.0000
C -1.508 -3.630 3.708 0.0001
C 0.502 -2.433 2.934 -0.0004
N 0.912 -1.765 1.911 0.0002
C 2.213 -1.125 1.986 0.0003
C 2.874 -1.196 0.616 -0.0003
N 2.287 -0.336 -0.423 0.0031
C 2.969 0.958 -0.521 -0.0038
C 2.869 1.848 0.707 0.0005
N 1.497 1.993 1.164 0.0106
C 1.083 3.170 1.543 0.0089
N 1.781 4.337 1.282 -0.0074
C 2.105 4.710 -0.088 -0.0079
C 1.851 5.399 2.263 0.0005
N -0.066 3.316 2.250 -0.0023
C -0.672 2.228 2.990 0.0024
C -0.947 4.452 2.009 0.0123
C 2.319 -1.011 -1.731 -0.0008
C 1.071 -1.854 -2.023 0.0008
N 0.127 -1.053 -2.782 0.0064
C -0.284 -1.308 -4.008 -0.0021
N -0.273 -2.607 -4.441 0.0000
C -0.967 -3.642 -3.673 0.0000
C -0.091 -2.907 -5.848 0.0000
N -0.656 -0.313 -4.833 -0.0009
C -1.796 -0.476 -5.732 0.0000
C -0.148 1.052 -4.690 0.0024
N 0.943 -2.268 4.238 0.0000
C 1.127 -3.390 5.137 0.0000
C 1.228 -0.968 4.803 0.0003
H -0.800 -5.184 1.695 0.0000
H 0.406 -4.097 0.975 0.0000
H -1.310 -3.705 0.871 -0.0001
H -2.460 -3.480 3.189 0.0000
H -1.437 -2.905 4.516 0.0000
H -1.524 -4.634 4.143 0.0000
H 2.869 -1.650 2.692 0.0001
H 2.138 -0.086 2.313 0.0000
H 2.782 -2.234 0.292 0.0000
H 3.947 -0.971 0.700 0.0000
H 2.514 1.490 -1.361 0.0080
H 4.036 0.810 -0.743 -0.0007
H 3.321 2.794 0.417 0.0003
H 3.489 1.449 1.521 -0.0008
H 1.765 3.936 -0.771 0.0076
H 3.179 4.889 -0.206 0.0002
H 1.576 5.630 -0.353 -0.0007
H 1.617 5.011 3.253 0.0001
H 1.172 6.230 2.041 0.0001
H 2.868 5.798 2.283 0.0003
H 0.021 1.394 3.054 -0.0043
H -1.581 1.888 2.500 0.0008
H -0.925 2.574 3.997 -0.0001
H -1.014 5.103 2.884 -0.0041
H -1.945 4.081 1.771 0.0056
H -0.603 5.024 1.152 -0.0066
H 3.213 -1.641 -1.799 0.0000
H 2.394 -0.256 -2.511 -0.0008
H 0.592 -2.156 -1.085 0.0004
H 1.324 -2.738 -2.603 -0.0002
H -1.186 -3.288 -2.670 0.0000
H -0.348 -4.543 -3.628 0.0000
H -1.922 -3.887 -4.144 0.0000
H 0.485 -3.830 -5.936 0.0000
H 0.466 -2.108 -6.333 0.0000
H -1.041 -3.049 -6.370 0.0000
H -1.475 -0.605 -6.768 0.0000
H -2.411 0.421 -5.668 0.0000
H -2.410 -1.312 -5.414 0.0000
H -0.777 1.663 -4.045 0.0005
H -0.105 1.487 -5.691 0.0000
H 0.852 1.043 -4.267 -0.0009
H 1.032 -4.324 4.590 0.0000
H 0.397 -3.389 5.955 0.0000
H 2.125 -3.344 5.581 0.0000
H 1.015 -0.186 4.083 0.0005
H 2.275 -0.882 5.112 -0.0001
H 0.603 -0.796 5.686 0.0000
O -3.834 -1.724 -3.243 0.0001
Cl -3.442 -1.018 -2.015 0.0023
O -4.663 -0.684 -1.249 -0.0008
O -2.683 -2.006 -1.186 0.0007
O -0.196 0.130 -2.218 -0.0178
N -2.028 -0.414 0.900 -0.0026
N -3.181 0.411 0.970 0.0259
C -3.053 1.654 0.322 0.1441
N -4.205 2.355 0.167 0.0505
N -1.860 2.042 0.024 -0.0518
N -1.575 3.202 -0.664 0.3978
O -2.453 4.129 -0.840 0.2353
O -0.317 3.333 -0.944 0.1949
H -2.160 -1.137 0.188 -0.0010
H -1.881 -0.843 1.804 -0.0003
H -3.980 -0.083 0.580 0.0007
H -5.011 1.797 -0.080 0.0057
H -4.033 3.185 -0.407 -0.0056
```

Summary:
E ... -2756.0099 a.u.
2S+1 ... 2

This record from the OMol25 dataset describes a molecular structure, C2H5O3Rh. The level of theory is wB97M-V/def2-TZVPD.

```
11
Properties=species:S:1:pos:R:3:mulliken_spin:R:1
H -0.982 0.625 2.294 0.0163
O 0.744 0.949 1.213 0.2664
O 1.378 -0.264 1.696 0.7187
C -0.640 0.878 1.282 0.0091
H -1.012 1.867 0.987 0.0028
Rh 1.950 -0.141 -0.074 2.7527
O 1.009 -0.707 -1.610 0.1647
C -0.187 -0.894 -1.907 0.0154
H -0.485 -0.824 -2.967 0.0145
H -0.752 -1.620 -1.296 0.0134
H -1.023 0.131 0.381 0.0261
```

Summary:
E ... -414.3945 a.u.
Charge ... +2
2S+1 ... 5

This record from the OMol25 dataset describes 2 unconnected molecules or ions with the total composition C2H9N3O. The level of theory is wB97M-V/def2-TZVPD.

```
15
Properties=species:S:1:pos:R:3:nbo_charge:R:1
C 0.755 -0.189 -0.079 0.2364
C -1.068 0.664 1.237 -0.4466
N -0.361 0.620 -0.018 -0.1796
N -1.374 -0.757 -1.153 -0.8712
N 1.913 0.473 -0.633 -0.8582
O 1.112 -0.966 1.046 -0.7290
H 1.896 -0.542 1.421 0.4770
H 0.177 -0.975 -0.823 0.3052
H -1.172 -0.293 -2.043 0.3402
H -2.238 -1.309 -1.269 0.3443
H 1.643 1.314 -1.128 0.3786
H 2.421 -0.134 -1.264 0.3697
H -1.246 -0.320 1.675 0.2119
H -2.015 1.181 1.095 0.2062
H -0.442 1.234 1.937 0.2150
```

Summary:
E ... -320.9357 a.u.

- The lowest E belongs to which entry?
  C32H23AsCoN6O7S2